Record 1
13
Properties=species:S:1:pos:R:3:forces:R:3:nbo_charge:R:1 method="wB97M-V/def2-TZVPD" multiplicity=1 e_lumo_ev=0.38 energy_ha=-428.0944 charge=0 smiles="Nn1cnc(=O)n1N" gap_ev=9.14 de_lowest_kcal_mol=80.8 homo_ev=-8.761
C 0.268 -1.665 -0.090 -3.44 2.37 1.39 0.2283
C -1.669 -0.472 0.033 3.73 -0.35 0.18 0.7217
H 2.332 0.046 0.947 -0.74 0.44 -1.46 0.3588
H 2.547 -0.186 -0.775 -1.64 2.06 2.56 0.3701
H 1.046 -2.400 -0.021 -0.07 -0.50 -0.17 0.2056
H -1.338 1.932 -0.908 1.64 0.84 3.18 0.4048
H -0.735 2.311 0.914 -0.54 -1.00 -2.62 0.3969
N 1.921 0.360 0.012 1.19 -3.99 -1.55 -0.5993
N 0.651 -0.353 -0.167 -0.63 1.74 0.35 -0.1038
N -1.095 -1.835 0.100 2.46 2.24 -1.21 -0.5371
N -0.534 0.457 0.079 -0.13 -2.21 0.66 -0.1805
N -0.622 1.845 -0.054 -0.87 -1.15 -1.45 -0.6603
O -2.774 -0.040 -0.069 -0.96 -0.49 0.12 -0.6051



Record 2
13
Properties=species:S:1:pos:R:3:forces:R:3:nbo_charge:R:1 method="wB97M-V/def2-TZVPD" multiplicity=1 e_lumo_ev=0.30 energy_ha=-428.0526 charge=0 smiles="N/N=c1/ncn(N)o1" gap_ev=8.48 de_lowest_kcal_mol=107.0 homo_ev=-8.184
C -0.737 -0.376 -0.117 -1.55 0.16 -0.80 0.5222
C 0.568 -0.458 1.575 -2.70 0.31 2.52 0.2345
H -0.852 0.631 -2.334 -1.15 -0.50 0.29 0.3337
H -2.602 0.911 -2.079 2.90 -2.50 -1.00 0.3597
H 1.098 -0.258 2.589 -1.53 -1.05 -1.55 0.2322
H 2.938 1.001 0.165 0.19 -0.22 0.01 0.3643
H 1.533 1.959 0.176 1.55 -3.18 2.30 0.3528
N -1.752 0.127 -2.094 -2.01 4.30 -1.54 -0.6131
N -1.821 -0.234 -0.804 2.23 -1.76 3.63 -0.3035
N -0.703 -0.755 1.282 3.83 1.42 -0.90 -0.4261
N 1.397 -0.084 0.587 -0.39 -0.12 -3.11 -0.0205
N 2.097 1.062 0.723 -0.70 4.18 -1.76 -0.6231
O 0.546 -0.007 -0.641 -0.66 -1.04 1.91 -0.4130



Record 3
13
Properties=species:S:1:pos:R:3:forces:R:3:nbo_charge:R:1 method="wB97M-V/def2-TZVPD" multiplicity=1 e_lumo_ev=0.71 energy_ha=-428.0910 charge=0 smiles="ONC1=NN=CNN1" gap_ev=9.92 de_lowest_kcal_mol=82.9 homo_ev=-9.216
C -0.218 0.494 0.372 -0.64 -1.35 -2.00 0.4999
C 0.245 -1.483 -1.382 1.00 -0.78 -0.21 0.2020
H -0.834 2.467 -0.290 -0.15 0.06 2.30 0.4993
H 0.269 1.606 1.963 -1.22 -0.28 -0.76 0.3746
H 0.476 -2.257 -2.144 -0.32 0.27 0.84 0.1965
H 1.785 -1.527 -0.115 0.01 -0.26 0.13 0.3685
H -0.438 -1.180 1.399 -0.43 -0.26 0.72 0.3813
N -0.575 1.412 1.358 1.66 0.60 -0.70 -0.3028
N -0.472 0.653 -0.894 0.30 0.70 1.05 -0.4273
N -0.354 -0.460 -1.786 -0.78 1.30 0.30 -0.2648
N 0.777 -1.660 -0.077 0.17 0.92 -0.29 -0.4679
N 0.256 -0.709 0.862 0.45 -0.82 0.32 -0.4833
O -0.917 2.643 0.733 -0.05 -0.12 -1.72 -0.5762



Record 4
9
Properties=species:S:1:pos:R:3:forces:R:3:nbo_charge:R:1 method="wB97M-V/def2-TZVPD" multiplicity=1 e_lumo_ev="0.56 / 0.39" energy_ha=-209.0347 charge=0 gap_ev="8.88 / 9.03" de_lowest_kcal_mol=117.7 homo_ev="-8.314 / -8.640"
C -0.206 -0.261 0.215 -0.56 -0.55 0.19 -0.3527
C 0.534 0.153 -0.954 0.21 -0.37 -1.35 -0.2946
N 0.328 0.423 1.367 0.23 0.88 0.36 -0.1318
O 1.116 1.384 1.070 0.14 0.32 1.37 -0.3815
H -1.261 0.035 0.136 -0.18 -0.10 -0.07 0.2172
H -0.183 -1.342 0.377 -0.03 -0.01 -0.04 0.2159
H 0.614 -0.499 -1.803 -0.10 -0.16 -0.15 0.1738
H 0.991 1.119 -0.991 0.03 0.11 -0.12 0.2111
H -0.282 0.579 2.176 0.26 -0.13 -0.20 0.3426



Record 5
9
Properties=species:S:1:pos:R:3:forces:R:3:nbo_charge:R:1 method="wB97M-V/def2-TZVPD" multiplicity=1 e_lumo_ev=0.91 energy_ha=-209.1615 charge=0 smiles="CNC=O" gap_ev=10.91 de_lowest_kcal_mol=38.2 homo_ev=-10.000
C 0.802 -0.462 -0.293 0.58 -0.14 0.34 -0.4199
N -0.561 -0.069 -0.713 -0.05 0.27 0.35 -0.6542
C -0.985 0.365 0.575 -0.82 0.07 0.06 0.5426
O -1.332 -0.373 1.458 -0.04 0.44 -0.55 -0.5304
H 0.812 -1.533 -0.102 0.22 0.04 -0.12 0.2170
H 1.581 -0.147 -0.986 -0.18 -0.20 -0.13 0.2068
H 0.985 0.042 0.677 0.77 -0.36 -0.43 0.1793
H -0.505 0.731 -1.343 -0.02 -0.16 0.28 0.3592
H -0.796 1.447 0.728 -0.47 0.06 0.20 0.0995



Record 6
9
Properties=species:S:1:pos:R:3:forces:R:3:nbo_charge:R:1 method="wB97M-V/def2-TZVPD" multiplicity=1 e_lumo_ev=0.88 energy_ha=-209.1634 charge=0 smiles="NCC=O" gap_ev=10.59 de_lowest_kcal_mol=37.0 homo_ev=-9.719
O -1.039 -1.086 -1.600 -0.09 -0.53 -0.85 -0.4916
C -0.425 -0.950 -0.590 -0.77 1.09 1.05 0.4250
C -0.469 0.314 0.242 0.90 1.49 0.95 -0.3449
N 0.914 0.691 0.688 0.46 -0.99 -0.93 -0.8018
H 0.174 -1.749 -0.106 0.15 -0.14 -0.32 0.1025
H -1.074 0.208 1.148 0.03 -0.66 -0.03 0.2110
H -0.881 1.234 -0.183 -0.26 -0.66 -0.79 0.2120
H 1.286 1.400 0.066 -0.46 0.61 0.09 0.3520
H 1.515 -0.063 0.335 0.05 -0.21 0.83 0.3356